105
Properties=species:S:1:pos:R:3:forces:R:3 method="wB97M-V/def2-TZVPD" homo_ev="-7.31 / -8.78" energy_ha=-10002.19768 relative_energy_ev=0.0000 homo_lumo_gap_ev="7.7 / 7.5" s_squared=8.769 multiplicity=6
Fe -1.709 -0.613 0.557 0.04 -0.05 -0.94
C -0.809 -3.862 2.656 0.06 -0.01 0.07
C 0.074 -2.732 2.127 0.00 0.06 -0.08
C 1.250 -3.334 1.357 0.00 -0.03 0.08
C 0.582 -1.871 3.282 0.06 -0.05 0.02
O -0.674 -1.938 1.239 0.00 -0.03 0.13
H -0.256 -4.487 3.360 0.01 0.00 0.01
H -1.142 -4.496 1.835 -0.01 0.00 -0.04
H -1.686 -3.466 3.170 0.00 0.02 -0.01
H 1.853 -3.981 1.998 -0.01 0.01 0.01
H 1.893 -2.548 0.964 0.03 0.07 -0.01
H 0.883 -3.934 0.521 -0.03 0.00 -0.01
H 1.245 -2.445 3.932 0.00 -0.01 0.02
H -0.250 -1.499 3.882 -0.04 0.00 -0.01
H 1.132 -1.008 2.899 0.00 -0.02 -0.04
Cl -1.144 1.099 2.540 0.04 -0.10 0.48
C -1.810 2.136 3.859 0.15 -0.18 -0.22
Cl -3.428 2.704 3.524 0.02 -0.04 0.05
H -1.116 2.966 3.928 -0.08 0.06 0.03
H -1.797 1.521 4.751 -0.08 0.05 0.02
C -1.322 -3.328 -2.096 0.07 0.06 -0.11
As -0.958 -1.427 -1.863 -0.01 -0.04 0.10
C -1.447 -0.759 -3.624 0.06 -0.07 0.01
C 1.011 -1.447 -1.919 -0.03 -0.13 0.10
C 1.639 -1.760 -3.233 -0.01 -0.02 -0.04
C 1.875 -0.744 -4.157 0.03 0.01 0.02
C 2.455 -1.023 -5.384 0.01 0.03 -0.05
C 2.807 -2.325 -5.709 0.02 -0.03 -0.02
C 2.581 -3.344 -4.796 0.01 -0.02 -0.02
C 2.004 -3.062 -3.566 -0.03 0.01 0.00
H -0.783 -3.714 -2.963 -0.02 -0.01 0.03
H -2.391 -3.483 -2.241 -0.01 0.03 0.01
H -1.006 -3.855 -1.197 0.01 0.01 0.03
H -0.823 -1.230 -4.384 -0.04 0.02 0.00
H -1.328 0.322 -3.667 0.03 0.02 0.02
H -2.493 -0.999 -3.808 -0.03 0.01 0.02
H 1.291 -2.175 -1.156 0.00 0.04 -0.01
H 1.338 -0.475 -1.562 -0.01 0.15 0.01
H 1.610 0.278 -3.904 -0.01 0.02 0.01
H 2.635 -0.220 -6.088 0.00 0.00 0.00
H 3.260 -2.545 -6.667 0.00 0.01 -0.01
H 2.861 -4.361 -5.038 0.00 0.00 0.00
H 1.848 -3.860 -2.849 0.00 0.00 0.02
F -5.429 2.405 -2.128 0.05 -0.08 0.12
C -4.562 1.433 -1.872 -0.06 -0.06 -0.19
F -5.216 0.264 -1.885 0.09 0.04 0.14
F -3.655 1.401 -2.843 0.05 0.04 0.07
S -3.758 1.689 -0.199 -0.18 0.28 -0.17
O -2.401 1.167 -0.411 0.02 -0.32 0.28
O -4.565 0.952 0.727 -0.02 0.03 0.04
N -3.857 3.198 0.088 -0.07 -0.01 0.06
S -3.003 4.327 -0.638 0.02 0.19 0.30
O -3.767 5.527 -0.703 0.04 0.03 -0.02
O -2.284 3.854 -1.779 0.01 -0.09 -0.18
C -1.711 4.655 0.650 0.03 0.19 -0.15
F -0.764 5.437 0.129 -0.07 -0.12 0.08
F -2.227 5.266 1.717 0.04 -0.12 -0.10
F -1.145 3.507 1.054 -0.12 0.30 -0.19
C -6.141 -1.711 0.759 -0.03 -0.10 -0.06
Sb -4.045 -2.034 0.943 -0.03 0.05 0.32
C -4.022 -1.711 3.061 -0.05 -0.07 0.00
C -4.063 -4.172 0.879 -0.05 -0.01 0.00
H -6.638 -2.310 1.522 -0.02 -0.01 -0.02
H -6.512 -1.996 -0.223 0.03 -0.02 -0.04
H -6.338 -0.656 0.924 0.00 0.00 0.01
H -4.583 -2.490 3.577 -0.01 0.01 0.00
H -4.495 -0.745 3.235 -0.01 0.03 0.02
H -3.003 -1.678 3.443 0.00 -0.01 -0.04
H -4.434 -4.559 1.827 0.00 -0.02 0.01
H -3.066 -4.563 0.695 0.04 0.02 0.01
H -4.724 -4.504 0.080 -0.01 0.03 -0.02
C 5.536 -1.625 -0.671 0.03 -0.04 0.02
C 5.040 -1.721 0.622 0.03 -0.01 -0.04
C 4.023 -0.875 1.037 -0.05 -0.03 0.12
C 3.492 0.088 0.178 -0.06 0.04 0.06
C 4.005 0.172 -1.116 -0.10 0.07 -0.10
C 5.015 -0.677 -1.540 0.04 -0.03 -0.05
Ge 2.013 1.251 0.720 0.10 0.06 0.09
C 1.671 2.543 -0.709 0.04 0.01 0.08
C 0.651 2.407 -1.644 -0.03 -0.06 -0.01
C 0.503 3.320 -2.677 0.01 0.05 -0.07
C 1.379 4.389 -2.784 -0.03 0.02 -0.01
C 2.389 4.551 -1.846 0.02 0.04 -0.01
C 2.529 3.637 -0.813 0.12 0.05 0.02
C 2.454 2.237 2.356 0.02 -0.07 -0.10
C 1.634 3.297 2.751 -0.11 0.06 -0.12
C 1.919 4.037 3.886 0.02 0.01 0.04
C 3.033 3.724 4.657 -0.03 0.04 0.03
C 3.859 2.679 4.276 0.03 -0.02 0.01
C 3.571 1.942 3.135 0.02 -0.10 -0.01
H 6.323 -2.290 -1.002 0.00 0.00 0.00
H 5.439 -2.461 1.304 0.00 0.00 0.00
H 3.631 -0.982 2.043 -0.01 0.01 -0.01
H 3.604 0.903 -1.810 0.01 0.01 0.02
H 5.391 -0.602 -2.552 0.00 0.00 0.00
H -0.072 1.608 -1.550 -0.07 -0.12 0.01
H -0.318 3.218 -3.374 0.01 -0.01 0.00
H 1.259 5.111 -3.581 0.00 0.00 -0.01
H 3.065 5.394 -1.916 0.00 0.00 0.01
H 3.320 3.782 -0.084 -0.01 -0.02 0.00
H 0.776 3.565 2.144 0.11 -0.03 0.07
H 1.281 4.866 4.166 0.00 0.01 0.00
H 3.260 4.303 5.543 0.00 0.00 0.00
H 4.736 2.440 4.865 0.00 0.00 0.00
H 4.240 1.140 2.846 -0.01 0.01 -0.01

---

96
Properties=species:S:1:pos:R:3:forces:R:3 method="wB97M-V/def2-TZVPD" homo_ev="-4.42 / -4.15" total_charge=-1 energy_ha=-6729.00834 homo_lumo_gap_ev="6.6 / 6.5" s_squared=0.754 multiplicity=2
Re -0.268 -0.054 -0.588 -0.27 0.56 1.32
C 2.983 2.514 -1.793 0.00 -0.04 -0.08
C 2.221 1.527 -0.951 -0.21 -0.10 -0.08
O 1.037 1.251 -1.417 -0.02 -0.18 0.28
C 2.805 1.007 0.180 -0.14 -0.22 0.00
C 2.269 0.068 1.106 -0.53 -0.05 0.24
C 3.192 -0.529 2.127 -0.01 0.16 0.01
N 0.999 -0.307 1.080 0.63 -0.11 -0.55
N 0.622 -1.298 2.011 0.41 0.45 -0.13
C -0.468 -1.860 1.625 -0.44 -0.07 -0.09
O -1.136 -1.531 0.552 0.05 -0.29 -0.28
C -1.025 -2.992 2.419 0.08 0.04 0.00
C -0.492 -3.343 3.659 0.00 0.00 0.01
C -1.006 -4.428 4.356 0.02 0.04 0.00
C -2.049 -5.176 3.816 0.04 0.03 -0.01
C -2.579 -4.826 2.581 0.00 0.04 -0.01
C -2.072 -3.734 1.886 -0.12 -0.09 -0.03
H 3.533 1.977 -2.572 -0.05 0.07 0.01
H 3.694 3.078 -1.193 0.06 0.02 0.00
H 2.285 3.196 -2.278 0.01 -0.02 0.02
H 3.821 1.322 0.370 0.04 0.01 0.02
H 4.094 0.074 2.234 -0.03 -0.03 -0.03
H 3.458 -1.525 1.763 -0.01 0.04 0.05
H 2.699 -0.648 3.089 0.00 0.02 0.01
H 0.330 -2.755 4.055 -0.08 -0.07 -0.03
H -0.591 -4.694 5.324 -0.04 0.03 -0.12
H -2.441 -6.032 4.355 0.02 0.08 -0.03
H -3.392 -5.406 2.155 0.06 0.04 0.02
H -2.471 -3.449 0.918 0.05 -0.06 0.13
C -4.300 4.393 5.114 0.05 0.09 0.02
C -4.655 3.008 4.573 0.04 -0.11 -0.01
C -4.425 1.979 5.696 -0.03 0.00 -0.01
C -6.142 3.006 4.185 -0.03 -0.02 0.01
C -3.798 2.622 3.362 0.02 0.08 0.18
C -4.089 1.475 2.645 -0.15 -0.11 0.05
C -3.302 1.084 1.584 0.42 0.01 -0.38
Br -3.916 -0.476 0.699 -0.06 0.11 -0.28
C -2.148 1.797 1.151 0.19 -0.08 0.09
O -1.421 1.428 0.070 -0.06 -0.06 0.25
C -1.852 2.980 1.881 0.12 0.07 -0.11
C -2.689 3.337 2.946 0.06 0.20 0.06
C -0.714 4.016 1.604 -0.21 -0.19 -0.03
C 0.375 3.582 0.627 0.03 -0.17 0.15
C -1.365 5.287 1.037 -0.11 0.08 -0.04
C 0.005 4.344 2.924 0.06 0.04 0.13
H -4.952 4.628 5.962 0.06 0.00 -0.09
H -4.440 5.167 4.352 0.03 -0.06 0.08
H -3.265 4.438 5.470 -0.13 -0.01 -0.06
H -5.012 2.238 6.590 0.09 -0.04 -0.18
H -3.366 1.948 5.971 -0.10 0.00 0.00
H -4.716 0.975 5.370 0.04 0.11 0.05
H -6.750 3.390 5.013 0.05 -0.07 -0.07
H -6.498 1.997 3.950 0.06 0.17 0.01
H -6.312 3.639 3.309 -0.01 -0.04 0.07
H -4.949 0.859 2.896 0.17 0.09 -0.04
H -2.446 4.253 3.476 -0.07 -0.19 -0.12
H -0.017 3.372 -0.359 -0.05 -0.07 -0.12
H 0.893 2.691 0.988 -0.04 0.06 -0.05
H 1.112 4.392 0.541 -0.10 -0.12 0.03
H -1.871 5.059 0.091 0.08 0.06 0.12
H -0.604 6.057 0.845 -0.12 -0.15 0.05
H -2.109 5.700 1.727 0.09 -0.03 -0.10
H 0.339 3.422 3.411 -0.01 0.12 -0.05
H -0.623 4.896 3.631 0.13 -0.07 -0.09
H 0.888 4.961 2.715 -0.12 -0.06 0.03
O -0.906 -4.011 -1.683 -0.04 0.02 0.01
C 0.306 -4.585 -1.805 0.31 -0.14 -0.04
C 0.309 -5.913 -2.237 0.08 -0.07 -0.05
C 1.499 -6.601 -2.406 -0.05 0.08 0.04
C 2.715 -5.977 -2.138 -0.04 -0.01 0.00
C 2.707 -4.669 -1.682 0.04 -0.05 0.00
C 1.524 -3.951 -1.507 -0.26 0.13 -0.09
C 1.667 -2.534 -0.987 -0.22 0.63 -0.30
O 2.640 -2.262 -0.314 0.21 -0.11 0.06
O 0.780 -1.643 -1.395 -0.02 -0.84 0.09
H -0.788 -3.080 -1.457 0.01 0.52 0.11
H -0.649 -6.379 -2.443 0.09 0.03 0.02
H 1.476 -7.631 -2.747 0.00 0.06 0.00
H 3.653 -6.506 -2.279 -0.14 0.08 0.04
H 3.633 -4.159 -1.442 -0.08 -0.04 0.00
C -0.923 2.614 -3.281 0.17 0.18 0.04
Ge -2.267 1.213 -3.060 0.04 -0.17 -0.20
C -2.840 0.687 -4.871 -0.08 -0.04 -0.29
C -3.861 1.995 -2.251 -0.09 0.11 0.28
C -1.545 -0.416 -2.255 0.44 -0.31 0.10
H -1.278 3.356 -4.004 0.02 -0.05 0.07
H 0.015 2.179 -3.641 -0.14 0.11 0.07
H -0.722 3.111 -2.324 -0.03 -0.11 -0.25
H -3.355 1.513 -5.386 0.12 -0.20 0.10
H -3.530 -0.165 -4.802 0.14 0.19 -0.05
H -1.976 0.380 -5.477 -0.21 0.06 0.13
H -4.210 2.822 -2.883 0.05 -0.14 0.11
H -3.665 2.375 -1.243 -0.04 -0.06 -0.16
H -4.649 1.242 -2.188 -0.02 0.07 0.03
H -0.937 -0.865 -3.050 -0.13 -0.01 -0.09
H -2.375 -1.105 -2.047 -0.03 0.14 0.01

---

| no. | maximum force (eV/A) |
| --- | --- |
| 1 | 0.94 |
| 2 | 1.46 |